Record 1
C24H44Br4Cl12O4 | the ωB97M-V functional and the def2-TZVPD basis

Results
* net charge: +1
* <S²>: 0.7556
* multiplicity: 2
* energy: -17059.691448 Eh
* HOMO (alpha / beta): -11.26 / -11.26 eV

XYZ file:
```
88
Properties=species:S:1:pos:R:3:mulliken_spin:R:1
Br -1.040 -2.609 1.422 0.276
Cl -2.633 1.029 2.912 -0.001
H -0.588 -0.134 5.286 0.021
O 5.500 -2.783 -2.734 0.000
C 0.798 4.485 -2.733 0.000
H -3.818 1.276 0.857 0.000
H -1.164 -2.343 6.182 0.002
H -1.275 -1.138 4.024 0.008
C 0.282 4.444 -1.277 0.000
H 2.490 4.617 4.205 0.000
C 0.398 5.162 2.506 0.000
H 5.589 -0.746 -2.027 0.000
Cl -3.046 -5.252 -0.313 0.005
C -1.242 5.615 -2.635 0.000
H 1.158 4.617 -0.650 0.000
H -0.981 -5.182 0.644 0.000
Cl -2.829 -3.085 -4.614 0.000
H -2.009 4.864 -2.822 0.000
H 4.597 -4.245 -1.628 0.000
Cl -5.431 1.233 2.536 0.000
O -3.490 -1.029 -0.428 -0.003
C -0.333 -0.135 0.214 0.013
H 2.929 -0.654 -2.457 0.000
H -0.289 0.346 1.191 -0.001
H -1.591 5.390 -0.413 0.000
H -0.033 5.592 3.410 0.000
H 4.250 -4.458 -3.298 0.000
C -4.708 -2.121 -2.131 0.000
C 4.967 -1.394 -2.645 0.000
C -0.401 -1.009 4.663 -0.021
H 2.352 5.053 1.304 0.000
H 2.292 6.230 2.605 0.000
H -0.106 5.678 1.688 0.000
H -2.649 -2.593 -1.464 -0.001
H -5.428 -3.554 -0.708 0.000
Cl 3.461 -2.799 1.710 0.007
C 0.261 3.671 2.512 0.000
H 3.542 -1.427 -0.981 0.000
H -3.895 -2.598 0.857 0.000
H 5.439 -3.210 3.078 0.000
C 2.456 4.155 3.218 0.001
C -0.236 -2.221 5.624 -0.005
C 3.578 -1.439 -2.070 0.000
Cl 5.906 -4.247 1.077 0.003
Cl -0.401 -5.731 -1.624 0.000
C -1.340 -5.858 -0.131 0.002
H 5.014 -0.971 -3.648 0.000
C 4.428 -3.686 -2.548 0.000
H -0.640 -3.362 -5.207 0.000
Cl -1.353 -7.508 0.637 0.001
C -0.794 5.569 -1.135 0.000
Cl 6.101 -1.438 1.633 0.000
C -3.912 1.687 1.862 0.000
H 0.124 -2.011 -0.860 0.003
Br 1.255 -0.725 3.624 0.618
H 0.299 3.205 1.528 0.001
H 3.374 3.593 3.044 0.000
H -0.270 6.486 -0.866 0.000
H -5.174 -1.184 -2.436 0.000
H -4.841 -2.931 -2.848 0.000
H -5.062 -1.366 1.024 0.001
C 1.963 5.234 2.306 0.000
H -1.570 6.567 -3.052 0.000
O 1.391 3.213 3.265 0.003
H -2.881 -1.042 -2.391 0.000
H -0.073 -3.031 4.914 0.001
H 1.858 4.735 -2.701 0.000
C 5.211 -2.959 2.042 0.000
C 3.177 -2.821 -2.532 0.000
H -0.623 3.263 3.002 0.000
C -3.312 -1.758 -1.691 0.002
H -1.300 0.096 -0.234 0.001
Cl -1.261 -1.326 -6.301 0.000
O -0.031 5.423 -3.361 0.000
Cl -3.744 3.455 1.728 0.000
C -1.155 -2.430 -4.975 0.000
Br 0.886 0.965 -0.986 0.000
H 2.775 -2.750 -3.543 0.000
Br 1.264 -1.994 6.921 0.069
Cl -0.358 -1.691 -3.506 0.000
H -6.390 -2.116 -0.644 0.000
H 0.679 3.539 -3.261 0.000
C -5.369 -2.468 -0.787 -0.001
C 0.139 -1.584 0.143 -0.008
H 1.131 -1.794 0.542 0.000
H 2.359 -3.194 -1.916 0.000
C -4.429 -1.845 0.277 0.005
H -0.178 3.494 -1.003 0.000
```

Record 2
C24H44BrF7N3O17S | the ωB97M-V functional and the def2-TZVPD basis

Results
* net charge: +1
* energy: -6055.265594 Eh
* HOMO: -12.15 eV

XYZ file:
```
97
Properties=species:S:1:pos:R:3:lowdin_charge:R:1
F -5.750 1.108 1.515 0.187
C 7.744 7.436 -3.691 -0.210
C -0.438 -0.384 1.791 -0.510
H -0.017 -0.356 -3.578 0.120
O 3.859 0.793 8.629 0.144
C -4.514 -2.409 -3.375 -0.221
H 9.290 8.889 -4.036 0.082
F -4.194 0.788 -0.559 0.157
H 2.089 4.257 -3.711 0.104
H -0.138 -1.749 3.207 0.113
F -3.298 0.056 3.276 0.131
O -5.782 -4.004 -6.188 0.013
F -5.381 0.369 3.832 0.209
H -1.958 -2.396 5.345 0.081
C -0.730 0.278 -4.106 -0.204
C 8.351 8.570 -4.488 -0.063
H 8.551 8.266 -5.514 0.076
C -2.507 -3.332 5.246 -0.042
H -1.254 -0.347 -4.827 0.128
H -3.315 -3.201 4.529 0.083
C -5.152 -3.042 -5.526 -0.617
H -4.320 -2.936 -2.444 0.113
F -5.559 -0.984 0.960 0.187
H 3.976 5.128 -6.951 0.079
H 4.978 2.037 5.327 0.120
F -4.701 -1.597 3.243 0.183
C 6.206 0.788 6.566 -0.061
H -3.347 -7.467 3.043 0.076
O -1.114 -6.328 4.210 0.038
C 4.959 1.610 6.327 -0.207
C 2.521 3.575 -4.441 -0.016
C -1.469 -7.719 4.082 -0.199
H -6.330 -4.671 -8.022 0.095
C 5.031 5.364 -6.853 -0.044
C 3.358 0.465 7.593 -0.622
H -1.942 -7.567 1.988 0.081
O -1.571 -4.295 4.764 -0.014
H -0.996 1.516 2.091 0.108
H 2.967 4.152 -5.242 0.070
C -2.386 -7.960 2.903 -0.062
H -1.907 -8.075 5.013 0.127
H 2.442 -1.528 9.129 0.102
C -2.050 -5.549 4.732 -0.617
O 1.494 2.770 -5.032 0.023
O -5.142 -3.368 -4.233 0.045
C 1.755 -0.801 8.704 -0.033
H 7.669 9.420 -4.520 0.083
N -0.968 -0.338 0.494 0.013
F -3.075 1.525 1.135 0.124
H -6.611 -2.938 -7.764 0.100
H -4.958 -3.547 -8.049 0.096
Br 0.064 0.868 4.216 0.948
H -6.386 -1.555 -2.747 0.089
O 5.181 6.097 -5.636 -0.001
C -5.921 -3.762 -7.592 -0.031
S -2.527 -0.958 0.374 0.736
H 3.285 2.957 -3.976 0.101
O 6.447 7.066 -4.187 0.037
H 6.254 -0.046 5.866 0.083
O 2.269 -0.301 7.462 -0.021
H -5.600 -0.669 -4.048 0.082
H -0.372 -0.820 -0.177 0.154
O -0.026 1.256 -4.875 0.053
C -4.569 -0.295 3.018 -0.531
H -2.910 -3.609 6.217 0.103
O -4.658 -2.057 -6.007 0.123
C -1.719 0.918 -3.158 -0.063
H 8.396 6.563 -3.672 0.123
O 7.417 5.933 -5.882 0.132
C 0.940 1.889 -4.213 -0.617
H 7.578 7.748 -2.662 0.121
H 4.875 2.431 7.038 0.125
C -4.933 0.048 1.531 -0.376
N -0.536 0.708 2.485 -0.316
O -2.804 -1.973 1.338 -0.215
H 7.094 1.406 6.439 0.085
H 0.812 -1.289 8.474 0.089
O 3.767 0.802 6.371 0.018
H 5.603 4.439 -6.829 0.100
H -1.207 1.531 -2.413 0.072
C -5.419 -1.222 -3.127 -0.050
H -2.564 -9.027 2.777 0.085
H 1.581 0.009 9.408 0.098
C -3.727 0.457 0.641 -0.441
H 0.064 -2.279 1.672 0.140
O -2.690 -1.389 -0.974 -0.228
N 0.174 -1.472 2.276 0.222
H -4.967 -0.548 -2.406 0.046
O 1.263 1.682 -3.070 0.103
H 6.218 0.376 7.574 0.078
H 5.338 5.969 -7.705 0.102
H -3.552 -2.105 -3.789 0.115
C 6.450 6.333 -5.295 -0.618
H -0.526 -8.241 3.938 0.124
H -2.290 0.162 -2.626 0.034
O -3.131 -5.882 5.125 0.144
H -2.403 1.575 -3.696 0.094
```

Record 3
C24H44CaCl3N2O4Si | the ωB97M-V functional and the def2-TZVPD basis

Results
* net charge: -1
* energy: -3699.247126 Eh
* ΔE to the lowest compared entry with this formula, charge and spin: 3.9621 eV
* HOMO: -2.91 eV

XYZ file:
```
79
Properties=species:S:1:pos:R:3:lowdin_charge:R:1
Cl 2.209 -0.624 1.364 -0.197
C 1.135 0.942 -4.832 -0.170
C 0.933 0.196 -2.453 -0.486
H 1.396 -1.994 5.048 0.129
H 1.752 -0.371 4.416 0.096
Cl -1.292 -3.498 2.107 0.021
H 0.642 -5.004 -2.217 0.014
H 2.942 -1.519 -3.549 0.080
H 2.283 -4.832 1.151 0.012
H -2.260 -4.598 -0.535 0.021
Ca -0.440 -1.009 2.006 0.932
C 2.012 2.383 -1.662 -0.034
C 0.376 2.049 1.889 -0.326
H -1.236 1.556 -1.371 0.057
C -0.861 4.090 2.064 -0.033
H -1.042 4.648 1.136 0.080
H 1.929 -3.149 1.587 -0.059
H 0.478 -0.421 -6.370 0.072
C -3.108 -1.413 -2.449 -0.048
C -1.265 -0.275 5.169 -0.164
Si 0.113 -4.124 0.142 0.086
H 1.147 -4.491 2.471 -0.011
H 1.789 0.660 -6.893 0.056
H -1.672 0.564 4.582 0.117
H -2.371 1.280 -3.287 0.089
H -3.311 -2.161 -1.678 0.082
C 0.903 0.587 -6.254 -0.148
H -1.485 4.051 -1.360 0.095
H 1.357 1.553 1.837 0.029
H 2.964 1.840 -1.629 0.123
N 0.409 3.377 2.001 -0.158
H 1.657 4.724 3.060 0.083
H -1.169 -5.989 -0.827 0.010
C 0.855 1.628 -1.865 -0.143
N -3.110 -0.096 -1.829 -0.167
H 2.135 -4.420 -1.431 0.018
O -2.519 -0.776 0.324 -0.158
C 1.458 0.039 -3.886 -0.271
C 1.040 -0.950 5.029 -0.163
H -1.813 -5.682 0.802 -0.006
C 1.662 4.127 2.136 -0.035
H -1.161 -0.235 7.336 0.107
C -2.751 0.092 -0.533 -0.344
H 0.905 1.966 -4.547 0.089
H -0.595 1.261 6.521 0.106
C 2.071 -1.292 -4.189 -0.059
H -0.853 4.794 2.903 0.085
C 1.907 3.771 -1.513 -0.119
H -3.888 -1.432 -3.221 0.079
C 1.487 -4.155 1.482 -0.287
H 0.171 1.297 -6.646 0.055
C -0.603 0.166 6.483 -0.149
O -0.250 -0.912 4.339 -0.337
H -1.640 3.334 2.196 0.084
C -0.374 2.198 -1.538 -0.044
H 0.961 -1.172 7.185 0.108
H -2.698 1.164 -0.270 0.124
H -3.566 1.927 -2.129 0.083
H 1.338 -2.105 -4.049 0.085
H 0.589 5.481 -1.444 0.090
H 2.414 -1.285 -5.229 0.061
H 2.822 4.359 -1.426 0.091
H 2.500 3.416 2.162 0.098
Cl -0.119 -1.999 -0.482 0.368
C -0.500 3.583 -1.453 -0.110
C 1.186 -4.951 -1.261 -0.256
H 1.816 4.820 1.295 0.080
H 1.597 -0.355 -1.760 0.084
H 1.569 0.429 6.630 0.108
H -4.092 0.844 -3.446 0.082
H -2.067 -1.010 5.331 0.125
C 0.648 4.385 -1.476 -0.142
C -3.289 1.047 -2.723 -0.064
O -0.193 -0.513 -2.738 -0.305
C 0.848 -0.375 6.440 -0.145
H -2.136 -1.615 -2.926 0.076
C -1.437 -5.198 -0.115 -0.291
H 1.437 -5.990 -0.975 0.020
O -0.679 1.366 1.843 -0.165
```

Record 4
C24H45AlBrO8 | the ωB97M-V functional and the def2-TZVPD basis

Results
* net charge: -1
* energy: -4360.084035 Eh
* HOMO: -6.11 eV

XYZ file:
```
79
Properties=species:S:1:pos:R:3:lowdin_charge:R:1
O 2.276 -1.303 2.255 -0.027
H -2.507 -1.596 -2.355 0.040
C -0.217 2.236 -3.636 -0.055
O -4.039 -1.944 3.520 -0.008
H -0.219 -1.417 0.472 0.116
H -0.842 -1.481 2.977 0.131
H 1.539 2.108 4.430 0.079
H 3.854 -0.851 -0.541 0.061
C -1.573 0.215 -4.145 -0.162
O 2.849 2.481 -0.302 -0.141
C -3.031 -0.179 -3.915 -0.240
H -3.195 -5.193 3.320 0.078
O -2.681 -0.399 4.382 0.095
H 3.773 2.501 3.384 0.122
H -1.424 -3.403 -2.880 0.065
H -3.517 -4.284 4.819 0.081
C -1.063 -0.792 0.197 -0.139
C -3.280 -0.882 -2.591 -0.096
H 0.094 -3.985 -2.137 0.089
H 0.123 2.939 -2.890 0.084
C -0.965 1.062 -3.008 -0.238
C -0.422 -3.761 -3.063 -0.028
H -1.464 1.141 -0.482 0.137
C -3.171 -4.221 3.796 -0.065
H 1.530 5.185 1.909 0.079
C 0.388 -2.811 -3.912 -0.407
H 1.261 -0.867 -3.805 0.139
H -0.164 -2.469 -4.775 0.130
C -2.842 -1.282 3.544 -0.458
H -3.314 -0.845 -4.729 0.098
O -0.068 -1.145 -2.219 -0.089
C 3.115 -0.996 1.416 -0.810
C -1.801 -1.544 2.481 -0.110
H -1.505 0.476 1.909 0.120
C 1.673 2.311 3.371 -0.049
C 1.845 4.377 1.251 -0.063
H 0.607 1.863 -4.229 0.083
H 3.642 5.050 4.047 0.066
H -2.891 -0.237 1.131 0.121
C -1.865 -0.430 1.440 -0.162
H 1.748 -2.008 -2.524 0.119
H 2.085 -3.719 -3.712 0.079
Br 5.011 -0.781 2.083 0.569
H 3.351 3.792 5.222 0.069
H 4.638 2.879 0.568 0.116
H -5.064 -3.634 3.072 0.115
H -1.860 -2.524 2.024 0.100
H -0.893 2.767 -4.301 0.072
H 3.700 1.696 1.434 0.046
C 0.916 -1.624 -3.114 -0.152
H -0.993 -0.668 -4.379 0.084
H -3.763 -3.252 1.963 0.110
C -0.051 0.262 -2.009 -0.463
O 1.203 0.783 -2.053 -0.060
H -2.134 -3.910 3.802 0.072
H -1.803 1.507 -2.486 0.123
H -1.568 0.823 -5.045 0.102
C -0.603 0.471 -0.529 -0.273
H 0.777 2.799 3.021 0.076
C 2.914 -0.755 -0.011 -0.144
H -3.654 0.703 -4.008 0.102
H 3.871 4.521 1.892 0.120
H 2.267 -1.563 -0.334 0.072
C 2.977 4.233 4.302 -0.083
C 3.618 2.619 0.863 -0.254
H -4.218 -1.429 -2.643 0.068
H 1.993 4.620 4.541 0.071
H 1.034 3.669 1.164 0.063
H 2.011 4.786 0.264 0.079
C -4.047 -3.277 3.008 -0.245
O 0.347 1.089 0.317 -0.098
H -1.705 -1.415 -0.419 0.095
C 3.111 3.753 1.797 -0.310
H -0.530 -4.684 -3.624 0.078
O 1.521 -3.499 -4.456 -0.043
H 1.804 1.351 2.888 0.063
C 2.930 3.164 3.212 -0.397
Al 1.950 0.980 -0.434 0.120
H -3.400 -0.155 -1.795 0.072
```

Record 5
C24H45BF5IN2O4P | the ωB97M-V functional and the def2-TZVPD basis

Results
* net charge: +1
* SMILES: CCCCCCCCCCC[C@@]1(B(C)O)[C@H](C[C@H](O)CN)[C@@H](CC(=O)I)[N@@H+](P(C)O)[C@H]1C(F)(F)C(F)(F)F
* energy: -2514.990371 Eh
* HOMO: -11.86 eV

XYZ file:
```
83
Properties=species:S:1:pos:R:3:lowdin_charge:R:1
C -0.581 1.749 -0.194 -0.108
C 3.977 -0.316 -1.802 -0.322
H 1.006 -0.112 -5.171 0.038
H 2.683 -1.849 -3.578 0.038
F 0.354 4.672 -0.660 0.130
H -3.539 0.145 2.282 0.122
F 2.012 4.397 -3.626 0.129
H 1.429 0.565 1.911 0.109
H 2.139 4.429 0.901 0.068
C 1.654 3.716 1.560 0.030
H -3.930 -3.883 2.221 0.108
H -0.580 3.485 -5.567 0.089
H -5.036 -1.869 3.734 0.104
H 2.081 3.708 2.553 0.075
H -0.293 -0.138 0.900 0.091
C 0.393 4.065 -1.876 -0.357
H 0.621 4.055 1.665 0.080
C 1.135 2.746 -1.731 -0.112
H 2.659 -1.881 -0.966 0.095
H -3.575 -2.281 0.499 0.102
H -2.952 -4.037 5.643 0.103
H 1.769 1.395 -5.705 0.064
N 1.062 1.766 -2.886 -0.067
H -0.418 -3.214 6.313 0.094
H -4.687 -3.470 4.313 0.105
C -1.016 0.667 0.801 -0.178
H -4.854 -1.613 1.539 0.107
I -0.302 -3.612 -2.900 0.886
C 3.203 0.744 -1.030 -0.075
H -0.150 -3.864 3.550 0.057
H -0.382 -0.800 -3.471 0.053
H -2.486 -3.033 2.716 0.093
H 3.881 -2.963 -3.318 0.078
C -2.371 0.027 0.473 -0.184
C -0.998 -3.109 5.403 -0.241
H 0.210 0.933 -6.395 0.056
H -1.173 1.717 -1.105 0.106
H -1.538 -4.755 4.092 0.057
N 3.122 -2.452 -2.905 0.011
C 0.819 0.902 -5.501 -0.200
H 4.981 -0.294 -1.389 0.143
C -0.069 -1.837 -1.690 -0.802
B 1.580 2.278 0.946 -0.445
H 3.482 1.684 -1.505 0.128
H -1.096 1.125 1.785 0.127
C 1.130 5.073 -2.845 -0.479
C 3.486 -1.784 -1.666 -0.187
H -0.695 -2.167 4.959 0.086
F 1.837 5.968 -2.113 0.169
H 1.800 -0.125 -3.046 0.110
H 1.485 -0.231 -0.272 0.123
C 1.693 0.578 -0.957 -0.186
H -3.907 -1.461 5.674 0.104
F 0.242 5.735 -3.618 0.165
H -2.186 -0.780 -0.226 0.083
C -3.287 -1.998 4.960 -0.204
O 4.084 0.121 -3.164 -0.042
C -4.227 -2.576 3.903 -0.195
H -2.566 -2.803 6.806 0.099
C -0.152 -0.521 -2.452 -0.179
C 0.941 1.875 -0.480 -0.200
C -0.635 -4.263 4.435 -0.102
C -2.970 -0.600 1.734 -0.188
H 1.977 1.869 -3.336 0.142
H -2.606 -1.266 4.540 0.087
H 0.003 -4.999 4.904 0.064
C -2.499 -3.059 5.753 -0.201
C -3.802 -1.872 1.478 -0.188
O 0.066 3.372 -4.863 -0.263
H 4.292 -2.369 -1.243 0.122
H 2.173 3.059 -1.665 0.155
H -0.856 2.697 0.261 0.122
H -3.033 0.765 0.029 0.123
H 4.912 -0.209 -3.506 0.102
P -0.140 1.870 -4.276 0.985
H -2.140 -0.880 2.377 0.094
O 2.065 1.269 1.751 0.153
C -3.557 -2.921 2.562 -0.201
O 0.053 -1.958 -0.504 0.000
H -1.044 -0.026 -2.082 0.106
C 1.111 0.322 -2.337 -0.205
H 3.634 0.796 -0.040 0.131
F -0.906 3.912 -2.265 0.110
```